C18H24AgN3P2S2 | the ωB97M-V functional and the def2-TZVPD basis

Last column: natural (NBO) charge in e.
Atoms and positions in Å:
Ag: 1.005 0.103 0.125  0.7389
C: -2.841 0.824 4.560  -0.7600
S: -1.078 1.044 4.839  0.2707
C: -0.319 0.488 3.333  -0.0612
S: -1.246 0.051 1.977  -0.4097
N: 0.980 0.471 3.515  -0.4361
N: 1.718 0.207 2.401  -0.2627
C: 2.931 -0.129 2.620  -0.0006
C: 3.859 -0.341 1.506  0.1684
C: 5.202 -0.609 1.768  -0.2312
C: 6.074 -0.782 0.709  -0.1563
C: 5.583 -0.682 -0.585  -0.2686
C: 4.233 -0.414 -0.756  0.0582
N: 3.388 -0.249 0.254  -0.4824
H: -3.308 0.704 5.536  0.2216
H: -3.012 -0.066 3.960  0.2469
H: -3.279 1.679 4.048  0.2155
H: 3.308 -0.229 3.637  0.1870
H: 5.545 -0.674 2.792  0.2236
H: 7.120 -0.989 0.889  0.2205
H: 6.223 -0.807 -1.447  0.2232
H: 3.806 -0.331 -1.749  0.1967
C: -0.164 2.558 -2.688  -0.9376
P: -0.447 1.722 -1.081  0.7798
C: -1.080 3.093 -0.059  -0.9463
C: -1.941 0.727 -1.484  -0.2154
C: -3.107 1.389 -1.868  -0.2206
C: -4.253 0.697 -2.215  -0.2036
C: -4.248 -0.689 -2.191  -0.1872
C: -3.095 -1.359 -1.822  -0.2079
C: -1.934 -0.675 -1.462  -0.3500
P: -0.428 -1.645 -1.032  0.7863
C: -0.137 -2.508 -2.625  -0.9355
C: -1.053 -3.005 0.011  -0.9463
H: -1.016 3.171 -2.985  0.2215
H: 0.011 1.808 -3.459  0.2359
H: 0.720 3.192 -2.616  0.2372
H: -2.011 3.520 -0.431  0.2171
H: -0.318 3.875 -0.053  0.2365
H: -1.227 2.729 0.957  0.2733
H: -3.123 2.471 -1.896  0.2056
H: -5.145 1.239 -2.502  0.2164
H: -5.136 -1.246 -2.459  0.2151
H: -3.104 -2.442 -1.815  0.2076
H: -1.003 -3.090 -2.944  0.2212
H: 0.719 -3.175 -2.520  0.2350
H: 0.093 -1.774 -3.397  0.2351
H: -1.980 -3.451 -0.352  0.2166
H: -1.200 -2.623 1.021  0.2732
H: -0.284 -3.780 0.033  0.2353

The molar mass comes out at 516.361 g/mol. The calculated total energy comes out at -67773.45018 eV. As for the HOMO-LUMO gap: 7.17 eV. The HOMO energy is -7.130 eV.

C18H24B2NO36S5 | the ωB97M-V functional and the def2-TZVPD basis

Last column: Löwdin charge in e.
Atoms and positions in Å:
N: -0.387 0.190 -0.463  0.3688
H: -0.522 0.922 0.219  0.1554
H: 0.576 -0.094 -0.363  0.1609
H: -0.511 0.654 -1.352  0.1506
H: -1.115 -0.491 -0.301  0.1576
O: 4.235 -4.842 9.583  0.0874
C: 3.610 -4.178 8.725  -0.3078
O: 4.151 -3.392 7.732  0.1992
B: 3.066 -2.790 6.926  -0.8820
O: 1.847 -3.391 7.484  0.1985
C: 2.097 -4.111 8.635  -0.3137
O: 1.282 -4.656 9.392  0.1081
O: 2.916 -1.354 7.116  0.2391
C: 2.944 -0.735 5.958  -0.4083
O: 2.713 0.417 5.769  0.1433
C: 3.058 -1.820 4.862  -0.4296
O: 3.140 -2.975 5.445  0.2414
O: 3.166 -1.590 3.694  0.1246
O: -2.747 -2.008 2.820  0.0797
C: -2.842 -3.109 2.251  -0.3873
O: -2.738 -3.348 0.999  0.2244
B: -2.966 -4.820 0.814  -0.8546
O: -3.202 -5.422 2.149  0.2454
C: -2.998 -4.513 3.051  -0.3674
O: -3.023 -4.638 4.270  0.1240
O: -1.877 -5.519 0.114  0.2403
C: -2.249 -6.087 -0.996  -0.3990
O: -1.672 -6.935 -1.666  0.1288
C: -3.679 -5.698 -1.174  -0.3760
O: -4.046 -5.023 -0.117  0.2475
O: -4.379 -6.008 -2.150  0.1038
C: -7.224 0.162 0.211  -0.1863
C: -6.923 0.191 -1.301  -0.1437
O: -5.930 1.238 -1.511  -0.2309
S: -5.579 2.097 -0.146  0.7844
O: -5.624 3.562 -0.402  -0.2551
O: -4.482 1.514 0.664  -0.2730
O: -7.018 1.518 0.537  -0.2192
H: -6.582 -0.553 0.726  0.1312
H: -8.262 -0.144 0.343  0.1353
H: -7.758 0.470 -1.945  0.1272
H: -6.552 -0.786 -1.610  0.1290
C: 1.459 7.648 -1.739  -0.2153
C: 1.351 7.383 -3.220  -0.1640
O: 0.114 6.646 -3.360  -0.2119
S: -0.380 5.910 -1.927  0.7287
O: -0.338 4.458 -1.986  -0.2445
O: -1.475 6.593 -1.294  -0.2185
O: 1.010 6.438 -1.235  -0.2067
H: 0.807 8.474 -1.456  0.1289
H: 2.454 7.962 -1.424  0.1398
H: 2.230 6.903 -3.651  0.1305
H: 1.122 8.267 -3.814  0.1312
C: 5.052 -6.002 -3.276  -0.1277
C: 4.395 -6.390 -1.829  -0.1928
O: 3.098 -5.997 -1.859  -0.2076
S: 2.743 -4.791 -2.956  0.7742
O: 2.404 -3.476 -2.386  -0.2519
O: 2.040 -5.403 -4.056  -0.2287
O: 4.385 -4.780 -3.358  -0.2714
H: 4.782 -6.512 -4.201  0.1217
H: 6.114 -5.759 -3.268  0.1246
H: 4.715 -5.854 -0.936  0.1307
H: 4.482 -7.433 -1.522  0.1261
C: 2.991 -0.776 -6.971  -0.2039
C: 2.561 0.398 -7.882  -0.1649
O: 1.425 0.876 -7.178  -0.2265
S: 0.576 -0.297 -6.326  0.7636
O: -0.618 -0.756 -7.096  -0.2565
O: 0.422 0.161 -4.972  -0.2479
O: 1.830 -1.371 -6.511  -0.1954
H: 3.423 -0.374 -6.054  0.1327
H: 3.666 -1.394 -7.562  0.1382
H: 2.366 0.117 -8.917  0.1282
H: 3.208 1.275 -7.848  0.1330
C: -0.570 7.890 3.170  -0.2196
C: 0.888 7.492 3.518  -0.1769
O: 1.060 6.081 3.507  -0.1977
S: -0.436 5.425 3.384  0.7797
O: -0.773 5.231 4.801  -0.2309
O: -0.265 4.344 2.357  -0.2689
O: -1.177 6.749 2.701  -0.1914
H: -0.561 8.767 2.523  0.1292
H: -1.277 8.196 3.942  0.1277
H: 1.200 7.983 4.440  0.1289
H: 1.585 7.793 2.737  0.1220

The net charge is -1. The molar mass comes out at 1012.320 g/mol. The calculated total energy comes out at -149786.08796 eV. The relative energy (zero: lowest compared OMol25 entry of this formula, charge and spin) is 819.3 kJ/mol. As for the HOMO-LUMO gap: 7.22 eV. The HOMO energy is -6.914 eV.

C18H24BBaN8OS4 | the ωB97M-V functional and the def2-TZVPD basis

Last column: natural (NBO) charge in e.
Atoms and positions in Å:
Ba: -0.035 0.391 0.065  1.7974
B: -3.370 2.499 1.733  0.2025
N: -3.100 2.143 0.235  -0.3123
C: -4.099 1.824 -0.605  -0.0109
C: -3.658 1.973 -1.905  -0.3847
C: -2.334 2.396 -1.753  -0.0735
N: -2.000 2.498 -0.468  -0.3629
N: -2.244 2.028 2.710  -0.2928
C: -2.169 2.405 3.994  -0.0258
C: -1.119 1.733 4.594  -0.3708
C: -0.593 0.951 3.565  -0.0683
N: -1.282 1.134 2.437  -0.3898
H: -3.466 3.703 1.848  -0.0624
H: -4.410 1.942 2.017  -0.0693
H: -5.059 1.536 -0.212  0.2183
H: -4.208 1.804 -2.815  0.2159
H: -1.600 2.617 -2.515  0.1966
H: -2.870 3.121 4.390  0.2108
H: -0.784 1.809 5.614  0.2169
H: 0.251 0.275 3.569  0.2110
S: 2.024 -1.252 -1.724  -0.5394
C: 3.582 -1.312 -0.929  -0.3235
C: 4.601 -2.032 -1.640  0.2788
N: 5.386 -2.631 -2.237  -0.3793
C: 3.875 -0.820 0.311  -0.2818
S: 2.818 0.017 1.401  -0.4974
C: 5.196 -1.069 0.832  0.2829
N: 6.232 -1.282 1.290  -0.3726
C: 0.980 -3.013 4.203  -0.4131
N: 1.550 -3.272 2.899  -0.3626
C: 2.853 -3.689 2.668  -0.0793
C: 3.034 -3.706 1.335  -0.0539
N: 1.840 -3.319 0.766  -0.5597
C: 0.938 -3.021 1.721  0.2945
S: -0.649 -2.458 1.480  -0.4455
H: 0.905 -3.937 4.777  0.1969
H: -0.012 -2.593 4.056  0.2532
H: 1.604 -2.297 4.736  0.2123
H: 3.532 -3.904 3.473  0.2248
H: 3.906 -3.928 0.746  0.2463
H: 1.725 -2.973 -0.191  0.4615
C: -2.499 -2.651 -4.847  -0.6255
C: -1.804 -1.704 -3.884  -0.6114
S: -2.553 -1.692 -2.246  1.2824
O: -1.618 -0.835 -1.441  -1.0817
C: -2.232 -3.393 -1.737  -0.6110
C: -0.809 -3.875 -1.956  -0.6468
H: -2.049 -2.569 -5.836  0.2266
H: -3.561 -2.419 -4.939  0.2116
H: -2.402 -3.689 -4.528  0.2107
H: -1.890 -0.664 -4.203  0.2355
H: -0.744 -1.926 -3.752  0.2514
H: -2.985 -3.998 -2.248  0.2170
H: -2.480 -3.374 -0.674  0.2640
H: -0.647 -4.217 -2.979  0.2005
H: -0.597 -4.701 -1.278  0.2317
H: -0.089 -3.086 -1.734  0.2561

The net charge is -1. The molar mass comes out at 644.853 g/mol. The calculated total energy comes out at -77740.69915 eV. The relative energy (zero: lowest compared OMol25 entry of this formula, charge and spin) is 0.0 kJ/mol. As for the HOMO-LUMO gap: 6.14 eV. The HOMO energy is -4.216 eV.

C18H24BClF17NO8S | the ωB97M-V functional and the def2-TZVPD basis

Last column: Löwdin charge in e.
Atoms and positions in Å:
C: -1.644 0.619 -2.198  -0.0724
C: -0.579 1.090 -3.187  -0.2302
N: 0.710 0.727 -2.610  0.0329
C: 1.862 1.140 -3.326  -0.4650
C: 2.383 0.127 -4.372  -0.2833
C: 1.814 0.352 -5.754  0.0027
F: 2.052 -1.152 -3.967  0.0080
O: 1.771 2.380 -4.076  -0.1710
S: 3.291 2.950 -4.182  0.6093
O: 3.991 2.470 -5.311  -0.2139
O: 3.307 4.337 -4.088  -0.1906
O: 3.976 2.131 -2.916  -0.1676
C: 2.878 1.578 -2.232  -0.5042
Cl: 2.092 3.088 -1.478  0.8275
B: 3.102 0.626 -0.938  -0.7011
O: 4.045 -0.330 -0.895  0.2357
O: 2.289 0.744 0.125  0.0461
C: 2.960 1.081 1.354  -0.2072
C: 2.569 2.449 1.870  -0.0662
H: -1.403 -0.410 -1.976  0.0733
H: -1.469 1.170 -1.289  0.0647
H: -2.640 0.721 -2.579  0.0741
H: -0.683 2.157 -3.270  0.1182
H: -0.788 0.582 -4.118  0.1072
H: 0.734 -0.271 -2.457  0.1330
H: 3.457 0.160 -4.472  0.1438
H: 1.846 -0.583 -6.289  0.0943
H: 0.792 0.678 -5.729  0.0782
H: 2.438 1.037 -6.286  0.0702
H: 4.605 -0.279 -1.679  0.1227
H: 2.618 0.369 2.085  0.1020
H: 4.029 1.022 1.233  0.1219
H: 2.642 2.501 2.938  0.0754
H: 3.243 3.170 1.438  0.0663
H: 1.598 2.731 1.512  0.0681
C: -5.483 0.874 2.281  -0.0473
C: -6.881 0.902 1.647  -0.4445
C: -7.068 0.100 0.360  -0.2989
F: -6.276 0.572 -0.628  0.0900
F: -8.353 0.216 -0.050  0.0981
F: -7.263 2.182 1.458  0.1354
F: -7.734 0.362 2.564  0.1063
O: -4.647 1.977 2.012  0.0538
C: -3.884 1.980 0.877  -0.5466
C: -4.272 3.144 -0.037  -0.2751
F: -5.565 3.044 -0.406  0.1009
F: -3.517 3.129 -1.161  0.0943
F: -3.939 0.788 0.252  0.1383
F: -2.604 2.160 1.266  0.1460
H: -5.652 0.924 3.355  0.1498
H: -4.975 -0.074 2.107  0.1473
H: -6.850 -0.959 0.524  0.1743
H: -4.126 4.096 0.478  0.1774
C: 2.244 -2.778 2.379  -0.0390
C: 3.400 -2.943 3.375  -0.4398
C: 3.984 -4.346 3.534  -0.2986
F: 3.058 -5.211 4.002  0.0923
F: 4.999 -4.303 4.429  0.0971
F: 3.027 -2.455 4.578  0.1340
F: 4.415 -2.151 2.925  0.1063
O: 0.941 -2.758 2.924  0.0555
C: 0.278 -3.933 3.141  -0.5489
C: -0.031 -4.126 4.625  -0.2834
F: 1.109 -4.162 5.343  0.1013
F: -0.675 -5.303 4.796  0.1003
F: 0.949 -4.980 2.627  0.1475
F: -0.900 -3.852 2.482  0.1440
H: 2.367 -1.786 1.952  0.1277
H: 2.321 -3.466 1.537  0.1505
H: 4.376 -4.715 2.582  0.1744
H: -0.657 -3.310 4.992  0.1760

The molar mass comes out at 783.687 g/mol. The calculated total energy comes out at -107157.07948 eV. As for the HOMO-LUMO gap: 9.90 eV. The HOMO energy is -9.773 eV.